# 1
Formula: C4H12
Source: the OMol25 dataset
Level of theory: ωB97M-V/def2-TZVPD

Energy relative to the best compared isomer or geometry (same formula, charge and spin), kJ/mol: 6.52
Energy, Eh: -159.582487
E_HOMO, eV: -11.63
LUMO, eV: 1.2
Structure (SMILES): CC.CC

Each line ends with the Löwdin charge.
Positions of all 16 atoms, in Å:
C 0.419 0.608 -2.913  -0.17
C 0.560 0.273 -1.440  -0.18
C 0.184 -0.704 2.403  -0.18
C -1.166 -0.195 1.928  -0.17
H 0.411 -1.735 2.145  0.06
H 0.291 -0.603 3.480  0.06
H 0.096 -0.670 -1.158  0.06
H 0.805 1.591 -3.160  0.06
H 0.985 -0.082 2.006  0.06
H 0.138 1.047 -0.799  0.06
H -1.995 -0.764 2.380  0.06
H -1.375 0.839 2.207  0.06
H 0.922 -0.117 -3.545  0.06
H -1.256 -0.366 0.848  0.04
H -0.626 0.638 -3.226  0.06
H 1.606 0.240 -1.157  0.06


# 2
Formula: C4H7NO5
Source: the OMol25 dataset
Level of theory: ωB97M-V/def2-TZVPD

Energy relative to the best compared isomer or geometry (same formula, charge and spin), kJ/mol: 805.87
Energy, Eh: -587.312221
E_HOMO (spin up / spin down), eV: -10.17 / -8.48
LUMO (spin up / spin down), eV: 0.4 / -1.3

Each line ends with the Löwdin charge.
Positions of all 17 atoms, in Å:
O 1.388 2.425 -0.483  0.09
O 2.053 -1.122 0.580  -0.02
O 0.979 -0.617 -0.080  -0.10
O 2.661 -4.288 -1.255  -0.02
O -1.683 1.676 0.725  -0.01
N 2.606 -3.236 -0.761  0.07
C 0.340 0.487 0.606  -0.23
C 1.307 1.642 0.445  -0.17
C -1.775 -0.482 -0.402  -0.03
C -0.991 0.767 -0.099  -0.42
H -2.487 1.966 0.237  0.12
H -0.707 1.225 -1.053  0.15
H -2.646 -0.256 -1.031  0.09
H -1.134 -1.168 -0.954  0.08
H -2.112 -0.939 0.537  0.10
H 0.190 0.319 1.669  0.16
H 2.009 1.600 1.322  0.14


# 3
Formula: C3H7N3OS
Source: the OMol25 dataset
Level of theory: ωB97M-V/def2-TZVPD

Energy relative to the best compared isomer or geometry (same formula, charge and spin), kJ/mol: 105.79
Energy, Eh: -756.194019
E_HOMO, eV: -8.24
LUMO, eV: 0.4
Structure (SMILES): [H]/N=C(\N)N(C)C(O)=S

Each line ends with the Löwdin charge.
Positions of all 15 atoms, in Å:
S -2.960 0.698 -0.098  0.74
O -1.907 -1.606 0.082  -0.01
N 0.650 -1.897 0.220  0.10
N -0.419 0.204 0.265  -0.09
N 1.938 -0.049 -0.504  0.17
C 0.775 -0.611 -0.077  -0.36
C -1.685 -0.273 0.064  -0.90
C -0.316 1.619 0.330  -0.17
H 2.762 -0.576 -0.716  0.11
H -0.557 2.157 -0.612  0.09
H -1.054 2.066 1.146  0.12
H -1.103 -2.122 0.205  0.04
H 1.905 0.860 -0.823  0.06
H 0.595 1.974 0.702  0.06
H 1.376 -2.444 -0.184  0.04


Question: Which of these has the lowest energy relative to the best compared isomer or geometry (same formula, charge and spin)?
Answer: C4H12